Entry from the OMol25 dataset: 2 unconnected molecules or ions with the total composition C4H14NO2 in a non-equilibrium geometry (ωB97M-V/def2-TZVPD).

Properties
Net charge = +1
HOMO-LUMO gap = 12.0 eV
Energy relative to the best compared isomer or geometry (same formula, charge and spin) = 19.7 kcal/mol
HOMO energy = -14.803 eV

Geometry as XYZ:
```
21
Properties=species:S:1:pos:R:3:forces:R:3
O -0.064 -2.007 -0.614 -0.1985 0.0736 -0.3498
C -1.325 -1.322 -0.614 0.5985 -0.6694 0.4934
C -1.100 0.000 0.096 -0.3093 0.6481 -0.3995
N 0.220 0.546 -0.371 0.4391 0.4729 0.0180
C 0.931 1.454 0.599 -0.7306 -0.0065 -0.3161
C -2.236 0.985 -0.187 0.4757 -0.2879 0.5821
H -0.068 -2.654 -1.331 0.1059 -0.0190 0.2097
H -2.023 -1.897 -0.010 -0.3477 0.0118 -0.1383
H -1.701 -1.218 -1.631 -0.0908 0.2378 -0.0105
H -0.970 -0.148 1.171 -0.0522 -0.1808 -0.1414
H 0.816 -0.269 -0.565 -0.0318 -0.1499 0.0135
H 0.116 1.062 -1.251 -0.1092 -0.2890 0.0760
H 1.983 1.399 0.371 0.2937 0.0193 0.2320
H 0.675 1.125 1.597 0.3646 -0.1356 0.1511
H 0.546 2.459 0.467 0.0565 0.1187 -0.0398
H -2.125 1.905 0.384 0.0182 0.0266 0.0096
H -2.284 1.226 -1.245 -0.1649 -0.0550 -0.1439
H -3.154 0.505 0.147 -0.1726 0.1211 -0.2005
H 3.569 -1.736 1.109 -0.1258 0.0796 -0.1205
H 4.537 -0.585 1.099 -0.0967 0.1499 -0.1394
O 3.658 -0.831 0.782 0.0781 -0.1663 0.2144
```
Forces are in eV/Å.